No. 1
The following is a quantum chemistry calculation of a single C6H10O molecule, from the Open Molecules 2025 dataset.

Structure (XYZ):
```
17
Properties=species:S:1:pos:R:3
O 1.61635 -2.34716 2.40036
C 0.58845 0.34683 0.21397
C -1.53320 -0.23946 -0.91373
C -0.28139 0.62760 -0.79129
C 1.51453 -1.04361 1.97517
C 0.45298 -0.69167 1.20338
C -0.18275 1.81888 -1.66897
H 0.88892 -2.88639 2.05732
H -0.15320 1.53916 -2.72572
H 1.35671 1.12932 0.28929
H 0.65715 2.43167 -1.35214
H -2.11143 -0.38661 -0.00027
H -1.24860 -1.25196 -1.25884
H 2.08246 -0.42814 2.66476
H -0.50827 -1.19013 1.18533
H -2.05756 0.15141 -1.79705
H -1.08116 2.42026 -1.48156
```

Output
LUMO	0.9	eV
strongest force on any atom	2.94	eV/Å
frontier orbital gap	8.354	eV
highest occupied orbital energy	-7.5	eV
total energy	-8429.39108	eV


No. 2
The following is a quantum chemistry calculation of a single C6H8N2O2 molecule, from the Open Molecules 2025 dataset.

Structure (XYZ):
```
18
Properties=species:S:1:pos:R:3
O 1.69319 0.57890 2.06436
O 0.08298 -2.35617 0.77810
N 0.32914 -0.38154 -1.66762
N -3.18452 -2.18164 1.70877
C -0.70055 -1.43575 1.16576
C -2.09113 -1.88564 1.47423
C 1.07378 1.38284 -0.07111
C 0.78244 0.63709 1.22957
C -0.44121 -0.09770 1.44821
C 0.12814 1.02120 -1.22343
H -1.27370 0.50136 1.82041
H 0.98751 -0.32097 -2.49567
H 2.11744 1.22341 -0.37858
H -0.44873 -0.89202 -2.08843
H 0.62477 -1.04572 -0.89773
H 0.29139 1.67624 -2.08523
H 0.95480 2.44773 0.16048
H -0.92575 1.12839 -0.94208
```

Output
LUMO	-0.7	eV
strongest force on any atom	3.68	eV/Å
frontier orbital gap	6.973	eV
highest occupied orbital energy	-7.7	eV
total energy	-13423.99907	eV


No. 3
The following is a quantum chemistry calculation of a molecular structure, C26H26CdN4O4S, from the Open Molecules 2025 dataset.

Structure (XYZ):
```
62
Properties=species:S:1:pos:R:3
Cd 0.32437 -0.60289 0.50338
S 2.86585 -1.80755 -0.92163
O 2.15438 0.23308 3.30127
O 3.24116 -1.88919 -2.30983
O 1.92353 -2.77244 -0.39115
O -2.27142 -2.01162 1.28943
N 0.63613 1.67793 0.05671
N 1.09657 -0.50008 2.75647
N -1.24874 -1.43795 1.78136
N 2.23668 -0.39469 -0.51752
C 6.65135 -2.08069 1.59030
C 3.95004 2.38867 -2.32532
C 1.73134 1.92404 -0.71622
C 4.23890 -2.05134 1.42248
C 0.14954 -0.75221 3.58427
C -1.04261 -1.44075 3.07435
C 5.58283 -1.91953 -0.57399
C 7.89001 -2.16759 2.43738
C -0.20847 0.37384 -3.13821
C 2.00669 3.21943 -1.19889
C 2.59854 0.82543 -1.05084
C -2.22013 -0.17925 -1.29297
C 4.34422 -1.94755 0.03850
C -0.28773 -0.88708 -2.56030
C 6.73069 -1.98676 0.20804
C 1.11379 4.25377 -0.83961
C -1.29540 -1.16512 -1.63835
C -0.17333 2.65947 0.36768
C 3.68844 1.08743 -1.85202
C 3.13963 3.44160 -2.01562
C -1.13975 1.34863 -2.80651
C -2.01649 -2.13991 3.96524
C 0.02918 3.98423 -0.05674
C -2.14456 1.07344 -1.88727
C 0.22598 -0.35640 5.02677
C 5.38742 -2.11310 2.18623
H 5.64269 -1.85979 -1.65229
H 8.78734 -1.99775 1.84414
H 7.97531 -3.15229 2.90061
H -2.86787 1.83854 -1.63268
H 3.34411 4.43923 -2.38182
H 0.80660 -1.09440 5.58481
H -2.98102 -0.41643 -0.56087
H -1.61241 -2.31180 4.96078
H 1.30507 5.25890 -1.19639
H 2.78396 0.27732 2.57022
H -1.38524 -2.14768 -1.18575
H -0.76587 -0.29760 5.46606
H -0.66927 4.75588 0.23394
H -2.27856 -3.09682 3.51206
H 0.73170 0.60075 5.12994
H 5.30874 -2.19658 3.26406
H 0.43751 -1.64878 -2.81782
H 4.81845 2.54405 -2.95269
H 0.58332 0.59417 -3.84321
H -2.95229 -1.58124 4.05673
H -1.07688 2.32994 -3.26127
H 7.70269 -1.96861 -0.26998
H 3.26046 -2.10061 1.88615
H 4.34120 0.27909 -2.14491
H -1.03460 2.40362 0.97527
H 7.86811 -1.43032 3.24096
```

Output
LUMO	-0.2	eV
strongest force on any atom	0.13	eV/Å
frontier orbital gap	7.492	eV
highest occupied orbital energy	-7.7	eV
total energy	-56932.31764	eV


No. 4
The following is a quantum chemistry calculation of 2 unconnected molecules or ions with the total composition BrClFHSi, from the Open Molecules 2025 dataset.

Structure (XYZ):
```
5
Properties=species:S:1:pos:R:3
Br 2.97059 1.09238 0.25059
Cl -0.58020 -1.87370 0.84055
Si -0.72612 -0.07439 -0.05738
F -1.29792 -0.35303 -1.54574
H -0.36635 1.20875 0.51199
```

Output
LUMO (alpha / beta)	-2.7 / -2.9	eV
strongest force on any atom	2.70	eV/Å
frontier orbital gap (alpha / beta)	5.631 / 5.193	eV
highest occupied orbital energy (alpha / beta)	-8.3 / -8.1	eV
total energy	-93176.14243	eV


No. 5
The following is a quantum chemistry calculation of a single C5H10O molecule, from the Open Molecules 2025 dataset.

Structure (XYZ):
```
16
Properties=species:S:1:pos:R:3
O 2.23807 -0.60812 0.05046
C 2.24115 0.46659 -0.81121
C -1.64160 1.01435 0.18935
C -0.06443 -0.89325 0.62648
C -1.50918 -0.49034 0.39724
C 1.02643 -0.72334 -0.51926
H -2.14027 -0.80760 1.24305
H 0.32894 -0.39510 1.53427
H -2.68120 1.30112 0.01359
H -0.02447 -1.97316 0.88412
H 3.14536 0.39273 -1.47298
H 1.16138 -0.61567 -1.63023
H -1.27729 1.56456 1.06707
H -1.04427 1.33530 -0.67106
H -1.87309 -1.03238 -0.48535
H 2.11448 1.46432 -0.41554
```

Output
LUMO	1.1	eV
strongest force on any atom	3.04	eV/Å
frontier orbital gap	9.382	eV
highest occupied orbital energy	-8.2	eV
total energy	-7390.45214	eV


No. 6
The following is a quantum chemistry calculation of 11 unconnected molecules or ions with the total composition C35H66F6O31, from the Open Molecules 2025 dataset.

Structure (XYZ):
```
138
Properties=species:S:1:pos:R:3
F -2.03969 0.69030 0.64429
F 6.85845 0.20967 4.95096
F 6.20316 1.45931 6.58188
F 5.87316 -0.69117 6.64590
F -0.03189 1.44747 0.81105
F -0.75296 0.79733 -1.16536
O 5.81140 3.31929 -3.44758
O -0.48970 -4.03984 -5.45899
O 4.36191 -0.35580 4.09486
O -6.59781 0.24132 3.16221
O 5.99965 1.12039 -3.58605
O -0.01801 -2.37860 -4.18847
O 3.45873 0.65826 5.95037
O -0.03349 -1.13552 1.66682
O -2.56342 3.68566 -2.28616
O -3.67627 2.90691 -0.48229
O 5.83996 4.54058 0.24069
O 7.50577 2.37740 -4.61362
O 1.84101 -5.60937 -0.22770
O -4.15730 -3.60407 4.75985
O -0.63300 5.63821 1.19174
O -1.55521 6.61890 3.01038
O 0.48001 -5.51494 -1.84460
O 4.24958 3.12813 -0.09742
O -3.54992 -3.47216 -2.53389
O 0.71431 -7.50491 -0.75558
O -1.31092 -2.01513 -6.02330
O -0.15151 5.01403 3.30333
O 3.81105 4.93370 1.16395
O -6.18108 2.46199 3.00591
O -5.62067 -3.59168 -3.08426
O 0.84385 -1.09353 -0.41415
O -5.26780 1.14780 1.58292
O -2.29011 -2.51647 4.08212
O -4.90848 -1.70495 -2.10061
O -3.72841 -3.47950 2.64022
O -3.52504 1.64768 -2.19624
C -0.75209 5.73838 2.38581
C -1.25921 -4.65034 -6.47545
C 6.50993 2.29764 -3.94388
C 6.06481 4.62477 -3.94778
C 0.23755 -0.98700 -3.99325
C 4.45570 0.65046 5.17202
C 5.23794 1.07034 -2.35880
C -0.52020 -5.98880 -2.71108
C -4.69486 -2.79259 -2.54531
C -0.77185 0.54356 0.17825
C -3.28569 -3.12818 3.85142
C 5.83672 0.37752 5.84231
C -0.33325 -0.90613 0.46158
C -2.25646 7.48736 2.12394
C -6.91749 -3.03708 -3.29381
C -3.75222 -3.45951 6.10631
C -3.20106 2.84281 -1.70135
C 4.53904 4.28427 0.45765
C 4.78891 0.05859 2.84700
C 2.51416 -2.49077 -1.20549
C -2.42510 -2.81153 -1.97999
C -2.81503 -3.39304 1.54478
C 2.83889 2.78867 -0.09786
C 4.58699 -1.05065 1.81917
C 0.96238 -6.34163 -0.91163
C 0.82279 4.06317 2.83752
C -7.02439 2.69294 4.13175
C -0.65898 -2.71869 -5.29691
C -3.49297 4.07074 0.30572
C -4.99364 -0.12554 0.99457
C 1.10562 -2.46171 -0.64080
C 2.52977 -6.22337 0.85021
C 6.33309 5.68085 0.92293
C -2.99846 1.32237 -3.47275
C -6.06468 1.18065 2.63158
H 1.70124 4.60256 2.48271
H 4.38731 1.74026 -2.41285
H 2.93124 -7.19420 0.55153
H 4.59378 1.65457 4.67486
H -3.17346 -4.06996 0.76526
H -1.57391 8.18547 1.62672
H -7.49696 -3.82739 -3.75185
H 1.00235 -3.08369 0.25001
H -0.31940 -5.58320 -3.69455
H -2.93904 8.05045 2.75035
H -0.67787 -0.40268 -4.10730
H -1.14654 -1.59118 0.09840
H 5.88350 6.58739 0.51431
H 5.41271 -1.78040 1.88824
H 1.15120 3.49808 3.70727
H -3.49364 1.83904 -4.29674
H 2.25012 3.66723 -0.35438
H -1.52258 -5.66370 -2.40465
H -2.96650 -2.71502 6.22927
H -3.41274 -4.42033 6.49135
H 2.49239 -2.10272 -2.22769
H -2.57411 3.97521 0.88368
H -4.33637 4.16322 0.98254
H 2.95497 -3.49600 -1.23252
H 2.55926 2.35595 0.85647
H -4.50126 -0.00121 0.03982
H -0.98930 -4.22288 -7.44475
H -7.87097 2.00377 4.14029
H 0.39177 3.36551 2.12531
H -4.59606 -3.09227 6.69267
H 6.90955 4.65874 -4.63422
H -1.89029 -2.18711 -2.69589
H 0.95852 -0.61891 -4.72377
H 5.16287 5.02159 -4.40124
H -2.88396 -2.38641 1.14035
H -3.40269 4.93592 -0.35283
H 6.08090 5.66450 1.98398
H -2.33385 -4.52138 -6.35188
H 5.89977 1.29455 -1.52638
H -2.64349 -2.21028 -1.09728
H -0.99454 -5.70377 -6.49472
H -6.43146 2.56861 5.03377
H 5.84124 0.37889 2.81875
H -1.80806 -3.70748 1.80750
H -5.95505 -0.63843 0.91300
H -4.38703 -0.73874 1.66096
H 1.93295 -6.31172 1.75328
H 6.37208 5.21349 -3.08093
H -3.13698 0.24867 -3.56249
H -0.66997 -7.07068 -2.72800
H -7.36609 -2.75765 -2.33675
H 7.41257 5.66702 0.81469
H -7.46095 3.67842 3.98841
H 3.40170 -5.59510 1.02171
H 4.86399 0.05451 -2.26067
H 3.69230 -1.65459 1.94790
H 3.28429 -1.95332 -0.65203
H 4.23197 0.93226 2.45901
H -1.68631 -3.49408 -1.55347
H 2.74314 2.08569 -0.91937
H 0.58787 -0.83173 -2.97587
H 4.70866 -0.69134 0.79133
H -6.80909 -2.10892 -3.85447
H -2.71329 6.93470 1.30396
H 0.39177 -2.72694 -1.43433
H -1.94011 1.58393 -3.49740
```

Output
LUMO	3.2	eV
strongest force on any atom	1.78	eV/Å
frontier orbital gap	4.960	eV
highest occupied orbital energy	-1.7	eV
charge	-2
total energy	-117142.41918	eV


No. 7
The following is a quantum chemistry calculation of 11 unconnected molecules or ions with the total composition C7H34O11, from the Open Molecules 2025 dataset.

Structure (XYZ):
```
52
Properties=species:S:1:pos:R:3
O 1.03621 -1.11262 2.18327
O -0.31812 0.70118 -3.13495
O -1.26258 -1.49266 -3.63147
O 3.40351 1.06419 0.15992
O 1.05947 2.83860 -2.38412
O 1.12962 -3.98893 2.03017
O 1.80235 -2.84464 -0.38972
O 1.86884 -1.32125 -2.54981
O -1.90145 -3.06299 1.71314
O 1.92701 3.61535 0.05782
O 1.02339 1.93407 2.68820
C -3.98247 0.04966 0.27510
C -0.27214 2.44242 2.71541
C -1.52347 0.16704 -0.18659
C -1.17007 1.39643 2.05517
C -0.95082 1.38056 0.46125
C -0.85110 -1.07940 -0.36377
C -2.91585 0.33399 -0.86562
H 2.89441 1.79147 -0.19618
H 1.86700 -2.26674 0.49508
H -0.63053 0.39408 2.41940
H -1.17972 0.72379 -3.49289
H -4.95538 -0.28647 -0.20699
H -0.24771 3.28659 2.11862
H 1.32852 1.85154 3.66115
H -3.78652 -0.63037 1.06794
H 0.98039 -3.20636 2.59527
H 1.10590 -3.57325 -0.25173
H -4.26715 0.93635 0.74234
H -1.43109 -2.27667 -3.13067
H -2.11373 -2.24312 1.23140
H -0.64347 2.85006 3.65879
H -2.94656 -0.40390 -1.66610
H -1.33150 2.27715 -0.00327
H 0.95427 -0.35328 1.52603
H 1.67007 -0.74321 2.86511
H -1.22666 -1.91979 -1.06564
H 3.89213 1.33904 0.89312
H -2.97460 1.26601 -1.35685
H -0.01897 -1.47774 0.16641
H -1.91362 -2.75905 2.66111
H -2.28511 1.67467 2.20465
H 1.59087 3.42564 -2.90794
H -0.36883 -1.58494 -4.07478
H 1.25859 2.84935 -0.07454
H -0.24000 -0.15303 -2.74304
H 1.58401 4.16095 -0.62622
H 2.64897 -0.92576 -2.06200
H 0.14552 1.24120 0.25668
H 1.55211 -1.94947 -1.98275
H 0.64547 2.05215 -2.74655
H 0.29229 -4.15351 1.53972
```

Output
LUMO	0.1	eV
strongest force on any atom	4.92	eV/Å
frontier orbital gap	9.194	eV
highest occupied orbital energy	-9.1	eV
total energy	-30330.03702	eV